{
  "formula": "C9H17F4NO8S2",
  "method": "ωB97M-V/def2-TZVPD",
  "largest_force_ev_per_a": 3.31,
  "e_homo_ev": -10.117,
  "mol_weight_g_mol": 407.36,
  "total_charge": 0,
  "e_lumo_ev": 0.349,
  "gap_ha": 0.385,
  "de_lowest_kj_mol": 121.3,
  "symbols": ["O", "S", "O", "F", "N", "S", "O", "O", "C", "F", "F", "F", "H", "C", "C", "O", "C", "C", "O", "H", "H", "H", "H", "H", "H", "H", "H", "C", "C", "O", "C", "C", "O", "H", "H", "H", "H", "H", "H", "H", "H"],
  "positions_angstrom": [[-0.62, 1.36, 1.14], [0.11, 1.81, 0.01], [1.41, 2.28, 0.31], [0.27, 0.73, -1.03], [-0.66, 3.03, -0.84], [-2.21, 3.46, -0.30], [-2.72, 4.38, -1.25], [-2.21, 3.97, 1.03], [-3.31, 1.94, -0.42], [-4.12, 2.13, -1.45], [-4.03, 1.90, 0.68], [-2.63, 0.82, -0.62], [-0.08, 3.86, -0.69], [-1.69, -2.82, -4.87], [-0.85, -1.85, -5.68], [-0.72, -0.59, -5.03], [0.24, -0.33, -4.12], [1.03, -1.47, -3.53], [0.39, 0.80, -3.75], [-1.21, -3.06, -3.92], [-1.83, -3.76, -5.42], [-2.66, -2.39, -4.65], [0.12, -2.26, -5.94], [-1.36, -1.64, -6.62], [0.53, -1.81, -2.62], [2.02, -1.10, -3.27], [1.17, -2.31, -4.21], [2.67, 0.74, 3.91], [1.37, -0.01, 3.73], [1.56, -1.42, 3.89], [1.53, -2.05, 5.08], [1.58, -1.23, 6.34], [1.52, -3.25, 5.10], [3.07, 0.62, 4.92], [2.53, 1.81, 3.73], [3.43, 0.37, 3.22], [0.59, 0.35, 4.39], [1.01, 0.13, 2.72], [2.62, -1.12, 6.65], [1.04, -1.77, 7.12], [1.12, -0.25, 6.26]],
  "lowdin_charge": [-0.223, 0.525, -0.226, -0.080, -0.163, 0.700, -0.245, -0.238, -0.678, 0.168, 0.186, 0.152, 0.116, -0.064, -0.235, 0.003, -0.531, 0.014, 0.095, 0.068, 0.082, 0.084, 0.113, 0.123, 0.093, 0.094, 0.071, -0.058, -0.231, 0.002, -0.534, 0.010, 0.107, 0.067, 0.083, 0.085, 0.117, 0.098, 0.094, 0.089, 0.069]
}

{
  "formula": "C9H17LuN2",
  "method": "ωB97M-V/def2-TZVPD",
  "largest_force_ev_per_a": 3.79,
  "e_homo_ev": -16.067,
  "mol_weight_g_mol": 328.22,
  "total_charge": 2,
  "e_lumo_ev": -8.229,
  "gap_ha": 0.288,
  "de_lowest_kj_mol": 0.0,
  "symbols": ["C", "C", "H", "H", "H", "H", "Lu", "C", "C", "C", "C", "H", "H", "H", "C", "H", "H", "N", "C", "C", "N", "H", "H", "H", "H", "H", "H", "H", "H"],
  "positions_angstrom": [[-2.97, 2.10, -0.77], [-1.93, 2.95, -0.64], [-3.71, 1.92, 0.02], [-3.17, 1.54, -1.70], [-1.18, 3.07, -1.44], [-1.77, 3.56, 0.26], [0.64, -1.31, -0.15], [0.38, -2.21, -2.30], [-0.05, -0.85, -2.37], [2.20, -0.85, -1.83], [1.78, -2.22, -1.97], [-1.03, -0.49, -2.68], [1.04, 1.08, -2.15], [3.22, -0.54, -1.63], [1.05, -0.01, -2.05], [2.41, -3.11, -1.85], [-0.20, -3.10, -2.52], [1.61, 0.17, 1.31], [1.11, -0.27, 2.66], [-0.40, -0.09, 2.72], [-1.03, -0.67, 1.46], [2.63, 0.24, 1.28], [1.24, 1.09, 1.02], [1.37, -1.33, 2.78], [1.60, 0.29, 3.47], [-0.85, -0.59, 3.60], [-0.67, 0.97, 2.78], [-1.60, 0.05, 0.96], [-1.70, -1.40, 1.73]],
  "lowdin_charge": [-0.086, -0.078, 0.057, 0.053, 0.049, 0.058, 1.801, -0.184, -0.183, -0.189, -0.186, 0.132, 0.132, 0.132, -0.197, 0.138, 0.133, -0.094, -0.211, -0.185, -0.088, 0.124, 0.122, 0.125, 0.143, 0.143, 0.134, 0.089, 0.116]
}

{
  "formula": "C9H17N2O",
  "method": "ωB97M-V/def2-TZVPD",
  "largest_force_ev_per_a": 3.92,
  "e_homo_ev": -13.260,
  "mol_weight_g_mol": 169.25,
  "total_charge": 1,
  "e_lumo_ev": -2.882,
  "gap_ha": 0.381,
  "de_lowest_kj_mol": 163.2,
  "symbols": ["C", "C", "C", "C", "C", "N", "C", "O", "N", "C", "C", "C", "H", "H", "H", "H", "H", "H", "H", "H", "H", "H", "H", "H", "H", "H", "H", "H", "H"],
  "positions_angstrom": [[0.15, -0.76, 3.57], [0.47, -0.96, 2.07], [1.75, -0.18, 1.59], [1.59, -0.04, 0.11], [0.07, -0.02, -0.12], [-0.62, -0.29, 1.16], [-0.36, 1.48, -0.57], [-0.26, 2.53, 0.00], [-0.98, 1.00, -1.67], [-1.82, 1.75, -2.59], [-0.65, -0.48, -1.56], [0.17, -1.04, -2.70], [-0.94, -1.02, 3.77], [0.31, 0.30, 3.82], [0.73, -1.59, 4.23], [0.54, -2.08, 1.72], [2.60, -0.68, 1.89], [1.76, 0.84, 2.08], [2.10, 0.91, -0.23], [2.18, -0.80, -0.62], [-1.49, -0.71, 1.02], [-0.75, 0.62, 1.55], [-2.72, 1.87, -2.09], [-1.54, 2.79, -2.73], [-1.96, 1.32, -3.52], [-1.65, -0.99, -1.40], [-0.43, -1.73, -3.15], [1.01, -1.67, -2.21], [0.74, -0.37, -3.42]],
  "lowdin_charge": [-0.049, -0.254, -0.132, -0.114, -0.208, 0.172, -0.419, 0.120, -0.042, 0.016, -0.146, -0.035, 0.097, 0.083, 0.144, 0.193, 0.100, 0.155, 0.146, 0.162, 0.161, 0.162, 0.073, 0.109, 0.074, 0.159, 0.042, 0.104, 0.128]
}